Below is 11 unconnected molecules or ions with the total composition C60H82N6O18S3 in a non-equilibrium geometry, with properties calculated with the ωB97M-V functional and the def2-TZVPD basis.

Last column: Mulliken spin population.
Cartesian coordinates (Å):
C (3.822915, -4.260937, -0.472344)  0.118
C (4.447165, -5.207817, -1.372814)  0.144
C (3.820165, -5.607437, -2.499714)  0.001
C (2.477255, -5.063527, -2.806174)  0.290
C (1.851405, -4.307307, -1.797854)  0.072
C (2.513845, -3.827487, -0.674524)  0.215
N (1.881905, -5.492367, -4.077154)  -0.012
O (0.786655, -5.006547, -4.226384)  0.089
O (2.340735, -6.347807, -4.785554)  -0.030
H (4.481415, -3.978807, 0.335846)  0.022
H (5.517295, -5.327597, -1.289954)  0.003
H (4.395385, -6.263237, -3.136474)  -0.001
H (0.847025, -3.978777, -2.020784)  -0.011
H (2.122245, -3.186217, 0.101236)  0.064
C (3.403185, 5.409383, 1.678206)  0.000
C (2.142305, 4.828633, 1.872156)  0.000
C (1.678585, 4.572663, 3.170996)  0.000
C (2.570715, 4.803683, 4.246066)  0.000
C (3.822525, 5.399843, 3.993856)  0.000
C (4.172675, 5.784943, 2.747896)  0.000
N (2.118465, 4.519063, 5.599516)  0.000
O (2.453355, 5.320603, 6.427566)  0.000
O (1.610675, 3.476833, 5.862756)  0.000
H (3.725025, 5.745223, 0.703506)  0.000
H (1.545735, 4.458173, 1.051626)  0.000
H (0.742565, 4.041223, 3.259516)  0.000
H (4.236935, 5.733023, 4.933886)  0.000
H (4.993705, 6.413053, 2.435176)  0.000
C (6.285295, 3.036153, -1.152604)  0.000
C (5.311265, 2.023013, -0.968334)  0.001
C (5.452425, 1.094973, 0.073156)  -0.001
C (6.556625, 1.192823, 0.939406)  0.000
C (7.503555, 2.154283, 0.724116)  0.000
C (7.431825, 3.069933, -0.302184)  0.000
N (6.535025, 0.305313, 2.108996)  0.000
O (7.577195, 0.361323, 2.828386)  0.000
O (5.628795, -0.502257, 2.325566)  0.000
H (6.215035, 3.655473, -2.034594)  0.000
H (4.432265, 1.914873, -1.586454)  0.000
H (4.850625, 0.201393, 0.149006)  0.000
H (8.365865, 2.279193, 1.362266)  0.000
H (8.150535, 3.870443, -0.397344)  0.000
C (1.178055, -2.483977, 5.686456)  0.000
C (1.634025, -2.233757, 4.372436)  0.000
C (2.492435, -1.194217, 4.182076)  0.000
C (2.917415, -0.369687, 5.317616)  0.001
C (2.450385, -0.764577, 6.548696)  0.000
C (1.504035, -1.754417, 6.733636)  0.000
N (3.782415, 0.803833, 5.137626)  0.000
O (3.756165, 1.424523, 4.081246)  0.000
O (4.381915, 1.117923, 6.146236)  0.000
H (0.609075, -3.396257, 5.788516)  0.000
H (1.440555, -2.870577, 3.521886)  0.000
H (2.834435, -0.854767, 3.215526)  -0.001
H (2.949395, -0.460947, 7.457106)  0.000
H (1.010495, -2.054917, 7.646056)  0.000
C (-3.299395, -4.141227, -6.032364)  0.000
C (-2.115195, -3.687527, -5.477484)  0.000
C (-2.127745, -2.865857, -4.337634)  0.000
C (-3.331785, -2.494657, -3.711504)  0.000
C (-4.470335, -3.107367, -4.187954)  0.000
C (-4.519375, -3.739757, -5.474894)  0.000
N (-3.374205, -1.731517, -2.463354)  0.000
O (-2.451845, -0.951477, -2.274304)  0.000
O (-4.392015, -1.759187, -1.763784)  0.000
H (-3.140135, -4.856927, -6.825344)  0.000
H (-1.112035, -3.924727, -5.799684)  0.000
H (-1.254925, -2.346047, -3.971054)  0.000
H (-5.435345, -2.932397, -3.735704)  0.000
H (-5.390965, -4.126917, -5.981674)  0.000
C (-1.421255, -0.839177, 4.728156)  0.001
C (-2.622595, -1.595417, 4.692216)  0.001
C (-3.791455, -1.178787, 5.301076)  0.000
C (-3.816105, 0.069433, 5.983086)  0.000
C (-2.716335, 0.866613, 5.951716)  0.000
C (-1.567465, 0.460123, 5.282486)  0.001
N (-5.022925, 0.623363, 6.603266)  0.000
O (-6.027015, -0.090127, 6.550056)  0.000
O (-5.013225, 1.738083, 7.182936)  0.000
H (-0.524685, -1.013457, 4.151796)  -0.002
H (-2.613795, -2.529837, 4.150766)  0.000
H (-4.617915, -1.866297, 5.197686)  0.000
H (-2.741375, 1.876083, 6.334776)  0.000
H (-0.652825, 1.027403, 5.192916)  0.000
C (1.241865, 3.743103, -6.160894)  0.000
C (-0.277825, 3.565223, -6.556954)  0.000
C (-1.045005, 2.645703, -5.505284)  0.000
C (-0.841805, 2.898403, -3.963844)  0.000
C (-2.043245, 2.220073, -3.175464)  0.000
C (-1.996815, 2.659213, -1.683134)  0.000
H (1.643185, 4.447033, -6.889944)  0.000
H (1.600345, 2.719693, -6.050324)  0.000
H (1.450725, 4.235113, -5.210954)  0.000
H (-0.718105, 4.548383, -6.723214)  0.000
H (-0.253875, 3.087623, -7.536454)  0.000
H (-0.767135, 1.594553, -5.582484)  0.000
H (-2.105375, 2.548203, -5.738094)  0.000
H (0.154625, 2.540653, -3.704544)  0.000
H (-0.824355, 3.927413, -3.604794)  0.000
H (-2.985875, 2.456873, -3.668904)  0.000
H (-1.884965, 1.143693, -3.242224)  0.000
H (-2.408565, 3.668433, -1.677244)  0.000
H (-2.505925, 1.886763, -1.106754)  0.000
H (-0.951455, 2.720993, -1.380604)  0.000
C (-5.080655, 2.010013, 2.320376)  0.000
C (-4.676075, 1.127873, 1.238686)  0.000
C (-5.803535, 0.414073, 0.534606)  0.000
C (-6.999285, 1.139603, -0.003994)  0.000
C (-6.663295, 2.216003, -1.084554)  0.000
C (-5.910645, 3.526683, -0.634284)  0.000
H (-4.329415, 2.795963, 2.397996)  0.000
H (-5.043915, 1.380563, 3.209496)  0.000
H (-6.050925, 2.504753, 2.364006)  0.000
H (-4.255015, 1.615743, 0.359606)  0.000
H (-3.904155, 0.438053, 1.579846)  0.000
H (-6.208565, -0.342857, 1.206256)  0.000
H (-5.372635, -0.104847, -0.321634)  0.000
H (-7.758715, 0.396683, -0.247774)  0.000
H (-7.467895, 1.692223, 0.810336)  0.000
H (-6.069725, 1.870863, -1.931104)  0.000
H (-7.623655, 2.469403, -1.533534)  0.000
H (-5.980335, 4.153543, -1.523274)  0.000
H (-6.371015, 4.163543, 0.121066)  0.000
H (-4.832115, 3.580283, -0.485964)  0.000
C (-1.573395, -5.478397, -0.172074)  0.001
C (-2.915895, -4.900417, 0.320366)  0.000
C (-2.565905, -3.817007, 1.308286)  0.000
S (-0.920405, -3.985207, 1.883196)  0.001
O (-1.005195, -3.921277, 3.345186)  0.000
O (-0.019965, -3.009507, 1.241826)  0.002
C (-0.762785, -5.611007, 1.132606)  -0.003
H (-1.195495, -4.827347, -0.960384)  -0.001
H (-1.813975, -6.461407, -0.576934)  -0.001
H (-3.559745, -5.695797, 0.695776)  0.000
H (-3.470005, -4.542047, -0.547174)  0.000
H (-3.115765, -3.914487, 2.244366)  0.000
H (-2.637555, -2.803757, 0.912956)  0.000
H (-1.288225, -6.238327, 1.852666)  0.000
H (0.287105, -5.854337, 0.969476)  0.001
C (3.829945, -0.242037, -3.453844)  0.000
C (3.137055, 0.820923, -4.204834)  0.001
C (1.653995, 0.424353, -4.398144)  0.002
S (1.602305, -1.399567, -4.451474)  -0.005
O (1.350575, -1.926607, -5.792394)  0.001
O (0.773055, -1.652667, -3.213234)  0.014
C (3.422255, -1.555667, -4.115584)  0.002
H (3.572955, -0.362187, -2.401414)  0.000
H (4.909365, -0.133017, -3.348674)  0.001
H (3.708345, 0.925993, -5.127164)  0.000
H (3.159905, 1.766493, -3.663094)  0.000
H (1.150365, 0.978153, -5.190464)  0.000
H (1.022735, 0.583053, -3.523834)  -0.001
H (3.883775, -1.590047, -5.102454)  0.001
H (3.591775, -2.520337, -3.637284)  0.013
C (-1.051305, 0.589953, 1.196816)  -0.001
C (-0.259995, 1.753153, 1.806486)  0.001
C (1.289985, 1.255723, 1.816846)  0.000
S (1.449965, 0.769333, 0.021736)  0.000
O (2.500915, -0.253197, -0.187574)  0.002
O (1.543385, 2.033393, -0.719774)  0.001
C (-0.281905, 0.056463, -0.033724)  0.000
H (-1.992395, 0.985113, 0.814336)  0.000
H (-1.202675, -0.103267, 2.024236)  0.000
H (-0.562705, 2.123613, 2.785886)  0.000
H (-0.364415, 2.612503, 1.144126)  0.000
H (1.334695, 0.455043, 2.555106)  0.000
H (2.008055, 2.042933, 2.046546)  0.000
H (-0.149135, -1.021367, 0.059846)  0.001
H (-0.747285, 0.240783, -1.002004)  0.000

Forces on the atoms, in the same order (eV/Å):
1.436 -1.280 -0.661
-0.096 1.405 -0.261
-0.719 0.319 -0.367
3.916 -1.979 1.511
-1.140 1.484 -0.164
-0.150 -0.549 -0.382
-1.943 -0.198 0.192
-0.845 0.849 -0.249
1.373 0.116 0.520
-0.445 0.543 0.384
-0.018 -0.649 0.355
-0.513 0.044 -0.614
-0.179 0.133 0.137
-0.812 0.186 -0.339
-1.663 0.059 -0.558
0.531 -0.338 0.628
1.554 -0.579 0.030
-0.922 0.112 -3.050
-1.961 0.167 3.081
0.624 0.222 -1.433
2.112 0.684 -0.015
0.087 1.318 0.940
-1.560 -1.939 -0.327
-0.093 -0.324 -0.249
-0.076 0.351 -0.253
-0.130 0.224 0.468
0.970 0.034 -0.226
0.536 -0.110 0.900
0.422 -1.319 0.566
0.876 -0.010 0.760
1.078 0.107 -0.203
-2.451 -0.262 -0.846
1.647 0.781 0.940
-2.375 0.034 -1.233
3.041 -1.096 1.961
-2.579 0.016 -1.520
0.710 1.343 -0.764
-0.062 0.390 0.180
0.055 0.239 -0.251
-0.570 0.385 0.169
-0.115 -0.402 0.393
0.187 -0.201 -0.070
-1.026 -2.691 -3.506
0.947 0.041 0.583
0.858 2.830 1.083
-1.701 -2.487 -2.011
1.365 1.027 1.489
0.094 0.381 0.888
-0.441 0.001 0.795
0.129 -0.688 0.532
0.356 0.384 -0.605
-0.512 0.102 0.213
-0.456 -0.106 0.200
0.195 -0.335 -0.207
-0.172 1.015 -0.025
0.658 0.477 0.561
0.578 0.219 0.367
0.451 1.074 1.945
-0.393 1.345 -0.010
0.435 -2.522 -0.703
-2.129 0.522 -2.123
1.750 -0.770 1.207
-1.001 1.452 -0.035
0.035 -0.716 0.238
1.263 -0.629 -0.737
-0.793 0.165 -0.458
-0.185 -0.281 -0.572
0.425 -0.426 -0.014
0.047 0.101 0.350
-0.479 0.284 0.585
-2.625 2.068 0.101
1.339 0.075 -0.130
0.046 0.504 0.460
-0.116 -0.898 -0.824
1.219 1.100 -0.472
1.191 -2.038 -0.281
-1.867 0.669 1.403
1.076 0.722 -0.093
0.578 -2.375 -1.537
-0.104 -0.626 0.188
-0.117 -0.100 0.176
-0.399 0.447 0.358
-0.203 -0.065 0.279
-0.233 0.774 0.381
-1.796 0.263 0.082
0.785 -0.668 1.639
0.391 0.738 0.189
-1.570 0.059 -0.652
2.277 0.135 0.082
0.085 -0.369 -1.679
0.735 -0.815 -0.316
0.888 0.327 -0.691
-0.568 -0.010 0.278
-0.335 -0.083 0.389
-0.230 -0.177 0.025
0.516 -0.123 -0.558
-0.177 0.656 -0.021
-0.187 -0.371 0.414
-0.113 0.438 -0.637
0.013 0.104 0.126
-0.239 -0.145 -0.038
-0.286 -0.154 0.723
-0.308 0.573 0.367
0.035 -0.062 0.172
0.404 1.057 2.090
-0.343 -0.366 -2.989
-0.158 -2.075 0.181
0.554 1.834 0.292
0.147 0.016 0.717
-0.830 0.590 -1.135
-0.008 0.160 0.517
-0.011 0.357 0.508
-0.073 -0.215 -0.723
0.659 0.780 0.399
-0.209 -0.253 0.011
-0.006 -0.412 0.116
0.105 -0.351 0.108
0.118 0.117 -0.746
-0.141 0.192 0.184
0.087 -0.682 0.082
0.023 0.520 0.026
-0.178 0.246 -0.242
-0.240 -0.511 0.350
0.008 -1.019 0.398
-1.128 -0.599 0.846
0.039 -0.134 -1.250
-1.207 0.753 0.423
0.384 1.315 0.833
0.777 -0.797 -1.422
-0.485 -1.247 0.193
0.734 0.513 -0.598
0.562 -0.085 0.257
0.505 -0.028 -0.195
0.250 0.075 0.558
-0.008 0.406 0.110
-0.322 0.324 -0.216
-0.252 0.035 0.012
0.276 -0.430 -0.163
-0.070 -0.209 0.393
0.421 -2.245 2.109
-0.814 0.953 -0.013
0.238 -0.002 -0.009
-0.123 1.923 0.827
-0.338 -0.252 1.620
1.672 -1.051 -2.464
-0.443 -0.209 -0.754
-0.695 0.584 0.182
0.157 0.046 -0.743
-0.534 0.294 -0.396
0.091 0.111 -0.131
0.211 -0.691 -0.382
0.469 0.292 0.267
-0.264 -0.248 -0.229
0.161 0.217 0.388
0.219 1.104 -0.185
2.079 0.124 -0.680
-2.163 0.901 -0.803
-0.065 0.071 1.650
-1.342 0.864 -0.037
-0.095 -1.389 0.258
0.854 -0.542 0.356
-0.127 -0.281 0.415
-0.148 -0.590 -0.549
-0.131 -0.577 0.119
0.267 0.146 -0.111
0.358 -0.280 -0.502
0.019 -0.149 -0.157
0.227 0.020 -0.119
0.139 0.327 0.134

Computed properties:
* largest force on an atom: 0.0902 hartree/bohr
* net charge: +1
* 2S+1: 2
* Kohn-Sham gap (alpha / beta): 5.5 / 2.1 eV